Run 1
{"formula": "C5H14", "method": "ωB97M-V/def2-TZVPD", "symbols": ["C", "C", "C", "H", "H", "H", "H", "H", "H", "H", "H", "C", "C", "H", "H", "H", "H", "H", "H"], "coordinates": [[0.65, -1.76, 0.09], [0.53, -1.88, 1.63], [-0.91, -1.69, 2.16], [0.49, -0.68, -0.10], [-0.10, -2.40, -0.36], [1.70, -1.94, -0.16], [0.68, -2.93, 1.92], [1.28, -1.18, 2.01], [-1.27, -2.53, 2.75], [-0.91, -0.78, 2.79], [-1.67, -1.34, 1.48], [0.04, 3.06, -1.30], [-0.26, 1.81, -2.19], [1.04, 2.85, -0.86], [0.08, 3.88, -1.98], [-0.62, 3.02, -0.45], [-0.33, 0.79, -1.79], [0.67, 1.79, -2.78], [-1.09, 1.93, -2.88]], "nbo_charge": [-0.6017, -0.3976, -0.6305, 0.1952, 0.2062, 0.2069, 0.1948, 0.1997, 0.2098, 0.2088, 0.2085, -0.6086, -0.6125, 0.1979, 0.2142, 0.2066, 0.2067, 0.1960, 0.1995], "smiles": "CCC.CC", "homo_ev": -11.1, "orbital_gap_ev": 12.106}



Run 2
{"formula": "C5H14", "method": "ωB97M-V/def2-TZVPD", "symbols": ["C", "C", "C", "H", "H", "H", "H", "H", "H", "H", "H", "C", "C", "H", "H", "H", "H", "H", "H"], "coordinates": [[1.00, 1.49, 0.30], [-0.22, 2.29, -0.25], [-1.51, 1.51, -0.02], [0.92, 0.46, -0.03], [0.98, 1.48, 1.42], [1.93, 1.95, -0.06], [-0.19, 3.29, 0.20], [0.16, 2.53, -1.31], [-2.04, 1.47, -0.98], [-1.33, 0.50, 0.33], [-2.27, 2.14, 0.38], [0.75, -2.31, 0.57], [-0.04, -2.74, -0.62], [1.55, -1.62, 0.36], [0.14, -1.81, 1.37], [1.29, -3.09, 1.10], [0.59, -3.11, -1.43], [-0.79, -1.92, -0.78], [-0.82, -3.51, -0.49]], "nbo_charge": [-0.5987, -0.4006, -0.6465, 0.1972, 0.1967, 0.2046, 0.1963, 0.1945, 0.2157, 0.2146, 0.2250, -0.6146, -0.6281, 0.2067, 0.2015, 0.2029, 0.2142, 0.2097, 0.2089], "smiles": "CCC.CC", "homo_ev": -10.8, "orbital_gap_ev": 11.880}



Run 3
{"formula": "C5H14", "method": "ωB97M-V/def2-TZVPD", "symbols": ["C", "C", "C", "H", "H", "H", "H", "H", "H", "H", "H", "C", "C", "H", "H", "H", "H", "H", "H"], "coordinates": [[-0.96, 0.43, 1.03], [-0.92, 1.89, 0.61], [-0.68, 2.07, -0.87], [-1.62, 0.24, 1.88], [-1.35, -0.16, 0.21], [-0.02, 0.07, 1.45], [-0.21, 2.52, 1.15], [-1.90, 2.34, 0.81], [-0.63, 3.08, -1.28], [-1.29, 1.47, -1.55], [0.31, 1.71, -1.21], [1.14, -1.40, -0.77], [1.19, -2.57, 0.22], [1.68, -0.55, -0.36], [1.62, -1.57, -1.74], [0.14, -1.08, -1.06], [0.19, -2.76, 0.63], [1.72, -2.28, 1.11], [1.59, -3.46, -0.25]], "nbo_charge": [-0.6085, -0.4102, -0.6137, 0.2078, 0.2045, 0.2082, 0.2038, 0.1953, 0.2123, 0.2016, 0.1996, -0.6156, -0.6209, 0.2037, 0.2039, 0.2054, 0.2061, 0.2060, 0.2107], "smiles": "CCC.CC", "homo_ev": -11.0, "orbital_gap_ev": 12.153}



Run 4
{"formula": "C5H14", "method": "ωB97M-V/def2-TZVPD", "symbols": ["C", "C", "C", "H", "H", "H", "H", "H", "H", "H", "H", "C", "C", "H", "H", "H", "H", "H", "H"], "coordinates": [[-1.77, -1.85, 1.49], [-1.28, -1.37, 0.15], [-1.87, -0.20, -0.61], [-2.83, -2.00, 1.47], [-1.30, -2.81, 1.79], [-1.51, -1.06, 2.26], [-1.40, -2.30, -0.53], [-0.24, -1.30, 0.32], [-3.00, -0.34, -0.98], [-1.34, 0.08, -1.45], [-1.67, 0.45, 0.30], [1.79, 2.08, -0.82], [2.66, 1.03, -0.14], [2.27, 3.13, -0.82], [1.75, 1.68, -1.88], [0.86, 2.27, -0.39], [2.43, 0.09, -0.47], [2.72, 1.28, 0.88], [3.73, 1.14, -0.55]], "nbo_charge": [-0.5960, -0.3940, -0.6061, 0.1997, 0.2158, 0.1902, 0.1714, 0.1956, 0.2045, 0.2109, 0.2077, -0.6010, -0.6022, 0.1983, 0.1993, 0.2024, 0.2048, 0.2049, 0.1939], "smiles": "CCC.CC", "homo_ev": -10.5, "orbital_gap_ev": 11.584}



Quick one: most stable of them? run 3



Run 1
{"formula": "C5H14", "method": "ωB97M-V/def2-TZVPD", "symbols": ["C", "C", "C", "H", "H", "H", "H", "H", "H", "H", "H", "C", "C", "H", "H", "H", "H", "H", "H"], "coordinates": [[-1.21, 1.38, 2.26], [0.23, 1.75, 1.90], [0.47, 1.80, 0.38], [-1.80, 0.98, 1.44], [-1.69, 2.24, 2.71], [-1.29, 0.60, 3.02], [0.45, 2.73, 2.31], [0.91, 1.02, 2.33], [-0.39, 2.27, -0.10], [1.37, 2.32, 0.11], [0.60, 0.79, -0.01], [1.05, -2.09, -2.09], [-0.47, -2.37, -1.99], [1.33, -1.34, -1.35], [1.67, -2.95, -1.86], [1.24, -1.76, -3.09], [-0.83, -2.20, -0.98], [-0.65, -3.42, -2.25], [-0.97, -1.76, -2.74]], "nbo_charge": [-0.6155, -0.4007, -0.5994, 0.2039, 0.2075, 0.2068, 0.1953, 0.1969, 0.2006, 0.2064, 0.1981, -0.6052, -0.6071, 0.1997, 0.2013, 0.2027, 0.2035, 0.2015, 0.2039], "smiles": "CCC.CC", "homo_ev": -11.4, "orbital_gap_ev": 12.511}



Run 2
{"formula": "C5H14", "method": "ωB97M-V/def2-TZVPD", "symbols": ["C", "C", "C", "H", "H", "H", "H", "H", "H", "H", "H", "C", "C", "H", "H", "H", "H", "H", "H"], "coordinates": [[-1.06, 0.16, -1.31], [-1.83, 0.65, -0.08], [-1.28, 1.89, 0.56], [-0.04, 0.04, -1.21], [-1.27, 0.63, -2.18], [-1.29, -0.93, -1.46], [-3.02, 0.77, -0.42], [-2.07, -0.23, 0.58], [-2.01, 2.23, 1.31], [-0.37, 1.69, 1.04], [-1.22, 2.74, -0.26], [1.27, -1.09, 0.31], [2.70, -1.32, 0.51], [0.72, -1.58, -0.46], [0.74, -1.61, 1.15], [0.93, -0.06, 0.27], [2.90, -2.38, 0.35], [3.22, -0.69, -0.23], [2.99, -0.92, 1.52]], "nbo_charge": [-0.6153, -0.3950, -0.6131, 0.2079, 0.2019, 0.1989, 0.1861, 0.2083, 0.2123, 0.2052, 0.2031, -0.6095, -0.6087, 0.2059, 0.1956, 0.1989, 0.2111, 0.1991, 0.2072], "smiles": "CCC.CC", "homo_ev": -10.7, "orbital_gap_ev": 11.779}



Quick one: most stable of them? run 1



Run 1
{"formula": "C5H14", "method": "ωB97M-V/def2-TZVPD", "symbols": ["C", "C", "C", "H", "H", "H", "H", "H", "H", "H", "H", "C", "C", "H", "H", "H", "H", "H", "H"], "coordinates": [[0.34, -0.86, 1.73], [-0.90, -0.70, 0.84], [-1.55, -2.10, 0.72], [-0.03, -1.02, 2.74], [1.06, -1.60, 1.39], [0.84, 0.11, 1.84], [-0.67, -0.29, -0.14], [-1.53, 0.05, 1.30], [-2.63, -2.09, 0.59], [-1.39, -2.66, 1.64], [-1.04, -2.59, -0.10], [0.66, 2.48, -1.52], [1.30, 1.09, -1.64], [0.05, 2.51, -0.66], [1.47, 3.22, -1.51], [0.12, 2.76, -2.41], [2.22, 0.82, -1.13], [1.51, 0.81, -2.68], [0.54, 0.38, -1.36]], "nbo_charge": [-0.6072, -0.3925, -0.6098, 0.2029, 0.2047, 0.2041, 0.1920, 0.1923, 0.2084, 0.2007, 0.2044, -0.6089, -0.6120, 0.2041, 0.2034, 0.2077, 0.2092, 0.2016, 0.1949], "smiles": "CCC.CC", "homo_ev": -11.4, "orbital_gap_ev": 12.524}



Run 2
{"formula": "C5H14", "method": "ωB97M-V/def2-TZVPD", "symbols": ["C", "C", "C", "H", "H", "H", "H", "H", "H", "H", "H", "C", "C", "H", "H", "H", "H", "H", "H"], "coordinates": [[-0.88, 2.50, 0.62], [-0.47, 1.69, 1.84], [0.01, 0.28, 1.56], [-1.97, 2.42, 0.47], [-0.56, 2.17, -0.37], [-0.86, 3.56, 0.87], [0.44, 2.16, 2.23], [-1.21, 1.73, 2.60], [0.12, -0.25, 2.51], [-0.63, -0.46, 1.09], [0.97, 0.18, 1.06], [1.33, -1.84, -2.00], [-0.05, -2.26, -1.53], [1.80, -1.02, -1.44], [2.04, -2.59, -2.32], [1.17, -1.27, -2.93], [-0.09, -2.72, -0.55], [-0.48, -2.92, -2.26], [-0.68, -1.37, -1.44]], "nbo_charge": [-0.6245, -0.4008, -0.6156, 0.1994, 0.2165, 0.2133, 0.1933, 0.2031, 0.2074, 0.2027, 0.2049, -0.6168, -0.6056, 0.2060, 0.2086, 0.1994, 0.2003, 0.2045, 0.2041], "smiles": "CCC.CC", "homo_ev": -11.0, "orbital_gap_ev": 12.140}



Quick one: most stable of them? run 1